Below is C52H38N5OP2S5Ta as an isolated structure, with properties calculated with wB97M-V/def2-TZVPD.

Each line ends with the Mulliken charge.
CARTESIAN COORDINATES (ANGSTROEM)
Ta1 0.268 -0.327 0.006  0.425
C1 -0.573 -2.840 -5.234  -0.824
S1 -1.531 -1.588 -4.368  0.142
C2 -0.701 -1.513 -2.857  0.394
S2 -1.414 -0.307 -1.745  -0.580
N1 0.316 -2.264 -2.602  -2.051
N2 0.819 -2.037 -1.326  1.570
C3 1.568 -2.911 -0.784  -1.112
C4 1.864 -2.635 0.672  1.777
C5 3.108 -3.317 1.162  -1.793
C6 4.085 -2.642 1.757  -0.620
C7 3.993 -1.194 1.953  -1.346
C8 2.941 -0.533 1.478  0.171
N3 1.880 -1.164 0.801  0.911
H1 -1.041 -2.931 -6.213  0.401
H2 0.461 -2.525 -5.344  0.210
H3 -0.629 -3.788 -4.706  0.295
H4 1.833 -3.832 -1.295  0.422
H5 3.171 -4.386 0.999  0.582
H6 4.967 -3.163 2.104  0.555
H7 4.768 -0.658 2.479  0.563
H8 2.852 0.540 1.604  0.593
O1 0.899 2.596 2.086  -0.890
S3 0.844 2.142 0.690  2.050
C9 2.129 2.917 -0.231  0.131
C10 2.572 4.151 0.231  -0.750
C11 3.528 4.817 -0.518  -0.967
C12 4.003 4.259 -1.702  -0.804
C13 3.557 3.018 -2.131  -0.605
C14 2.618 2.312 -1.379  -0.518
P1 2.074 0.643 -1.869  2.668
C15 3.615 -0.318 -1.878  0.926
C16 4.730 0.081 -1.148  -1.124
C17 5.879 -0.700 -1.141  -0.686
C18 5.922 -1.883 -1.860  -0.841
C19 4.814 -2.288 -2.596  -0.852
C20 3.665 -1.515 -2.603  -1.025
C21 1.606 0.879 -3.608  0.905
C22 2.437 0.507 -4.663  -0.761
C23 2.066 0.790 -5.971  -0.832
C24 0.878 1.456 -6.235  -0.798
C25 0.058 1.851 -5.187  -1.050
C26 0.420 1.564 -3.881  -0.373
C27 -0.647 2.775 -0.074  0.820
C28 -0.596 3.638 -1.161  -1.272
C29 -1.778 4.155 -1.674  -0.724
C30 -2.994 3.823 -1.101  -1.204
C31 -3.045 2.962 -0.012  -1.211
C32 -1.878 2.412 0.510  0.170
P2 -2.022 1.335 1.957  1.760
C33 -2.144 2.391 3.400  1.104
C34 -2.600 1.913 4.632  0.124
C35 -2.648 2.756 5.730  -1.012
C36 -2.241 4.077 5.609  -0.726
C37 -1.779 4.555 4.392  -0.947
C38 -1.724 3.719 3.290  -0.627
C39 -0.727 0.130 1.932  -0.090
C40 -0.606 -2.390 0.734  -0.688
C41 0.542 -3.039 1.490  0.475
C42 0.789 -2.592 2.901  -1.046
C43 0.414 -1.488 3.555  -1.200
C44 -0.442 -0.369 3.156  0.636
H9 2.178 4.565 1.149  0.627
H10 3.898 5.777 -0.184  0.451
H11 4.739 4.793 -2.289  0.466
H12 3.946 2.588 -3.045  0.602
H13 4.718 1.000 -0.576  0.374
H14 6.742 -0.376 -0.575  0.478
H15 6.821 -2.485 -1.859  0.444
H16 4.850 -3.201 -3.175  0.512
H17 2.821 -1.824 -3.209  0.570
H18 3.375 0.002 -4.478  0.490
H19 2.714 0.493 -6.785  0.492
H20 0.595 1.672 -7.256  0.455
H21 -0.866 2.376 -5.387  0.488
H22 -0.229 1.872 -3.073  0.342
H23 0.351 3.911 -1.605  0.522
H24 -1.741 4.833 -2.517  0.516
H25 -3.911 4.241 -1.494  0.484
H26 -4.004 2.724 0.431  0.652
H27 -2.906 0.887 4.749  0.261
H28 -3.006 2.379 6.679  0.517
H29 -2.283 4.735 6.467  0.409
H30 -1.461 5.585 4.298  0.476
H31 -1.361 4.110 2.350  0.320
H32 -0.739 -2.962 -0.182  0.341
H33 0.461 -4.133 1.494  0.871
H34 1.409 -3.279 3.468  0.394
H35 0.733 -1.428 4.591  0.598
H36 -0.900 0.109 4.022  0.422
S4 -2.333 -2.676 1.198  -0.384
C45 -2.872 -2.056 2.768  0.414
C46 -2.775 -2.876 3.888  -0.539
C47 -3.512 -2.619 5.035  0.271
C48 -3.359 -3.482 6.180  -0.468
N4 -3.236 -4.165 7.093  -0.431
C49 -4.419 -1.555 5.056  1.230
C50 -4.509 -0.714 3.956  -1.013
C51 -3.702 -0.926 2.844  0.648
S5 -3.784 0.275 1.526  -0.327
C52 -5.231 -1.288 6.215  -0.386
N5 -5.893 -1.055 7.123  -0.423
H37 -2.137 -3.748 3.853  0.643
H38 -5.186 0.129 3.986  0.361

Force components x, y, z for each atom (eV/Å):
-0.2 -0.7 -0.1
0.0 0.0 0.0
0.0 0.0 0.1
-0.1 0.2 -0.1
0.0 -0.5 -0.1
0.1 0.2 0.4
0.2 0.1 -0.4
0.0 -0.1 0.1
-0.2 0.0 0.1
-0.1 0.0 -0.1
0.1 0.2 0.1
0.1 -0.4 0.1
-0.4 -0.1 -0.2
0.3 0.2 0.1
0.0 0.0 0.0
0.0 0.0 0.0
0.0 0.0 0.0
0.0 0.0 0.0
0.0 0.0 0.0
0.0 0.0 0.0
0.0 0.0 0.0
-0.1 0.0 0.0
0.0 0.0 -0.2
0.0 0.0 0.5
0.1 0.1 0.0
0.0 0.0 -0.1
0.0 0.0 0.0
0.0 0.0 0.0
0.0 0.0 0.0
0.1 0.1 0.0
0.1 0.0 -0.1
-0.1 -0.1 -0.1
0.0 0.0 0.1
0.0 0.0 0.0
0.0 0.0 0.0
0.0 0.0 0.0
0.0 0.0 0.0
0.0 0.1 0.0
0.0 0.0 -0.1
0.0 0.0 0.0
0.0 0.0 0.0
0.0 0.0 0.0
0.0 0.0 0.0
-0.1 0.0 0.1
-0.1 0.0 0.0
0.0 0.0 0.0
0.0 0.0 0.0
0.0 0.0 -0.1
0.1 0.1 -0.1
-0.1 -0.1 0.2
0.1 0.1 0.0
0.1 0.0 0.0
0.0 0.0 0.0
0.0 0.0 0.0
0.0 0.0 0.0
-0.1 0.0 0.0
0.0 0.3 0.1
0.0 0.6 0.1
0.1 -0.1 -0.1
0.0 0.0 0.0
-0.1 0.1 0.0
0.1 -0.2 0.0
0.0 0.0 0.0
0.0 0.0 0.0
0.0 0.0 0.0
0.0 0.0 0.0
0.0 0.0 0.0
0.0 0.0 0.0
0.0 0.0 0.0
0.0 0.0 0.0
0.0 -0.1 0.1
0.0 0.1 0.0
0.0 0.0 0.0
0.0 0.0 0.0
0.0 0.0 0.0
0.0 0.0 0.0
0.0 0.0 0.0
0.0 0.0 0.0
0.0 0.0 0.0
0.0 0.0 0.0
0.0 -0.1 0.0
0.0 0.0 0.0
0.0 0.0 0.0
0.0 0.0 0.0
0.0 0.0 0.0
0.0 0.0 0.0
-0.1 0.0 0.0
0.0 0.0 0.0
0.0 0.0 0.0
0.0 0.0 0.0
0.1 -0.1 0.0
-0.1 0.1 0.0
0.1 0.0 -0.1
0.1 -0.1 0.2
-0.1 0.2 -0.1
0.1 0.0 0.0
-0.1 0.0 0.2
0.1 0.1 -0.1
0.0 0.0 0.1
0.0 0.0 0.0
0.0 -0.1 -0.2
0.0 0.0 0.0
0.0 0.0 0.0
0.0 0.0 0.0

Output
**Net charge**: +2
**HOMO level**: -12.576 eV
**Lowest unoccupied orbital energy**: -6.508 eV